No. 1
{
  "formula": "C7H24NO5",
  "method": "ωB97M-V/def2-TZVPD",
  "elements": ["C", "C", "C", "C", "C", "C", "C", "N", "H", "H", "H", "H", "H", "H", "H", "H", "H", "H", "H", "H", "H", "H", "H", "H", "O", "H", "H", "O", "H", "H", "O", "H", "H", "O", "H", "H", "O"],
  "xyz": [[0.57919, -1.81663, 1.13007], [1.93511, -1.23426, 1.60192], [1.94763, 0.26703, 1.68802], [0.55199, 2.65842, -1.98610], [0.30511, 2.82990, -0.67389], [0.85310, 2.05153, 0.46011], [1.66295, 0.97958, 0.41777], [0.32207, -1.69468, -0.34591], [0.40187, -2.84419, 1.41767], [-0.33160, -1.39173, 1.79390], [2.82361, -1.77384, 1.23110], [2.06464, -1.69999, 2.61814], [2.88983, 0.45666, 2.18891], [1.23616, 0.55408, 2.55887], [0.05379, 3.21569, -2.73365], [1.22630, 1.88987, -2.34451], [-0.30066, 3.61650, -0.23290], [0.65443, 2.50662, 1.44917], [2.01459, 0.76263, -0.57912], [0.98969, -1.08106, -0.79732], [-0.66097, -1.34447, -0.46859], [0.16330, -2.59179, -0.83518], [-2.10023, 0.62864, 2.21663], [-3.25641, 1.11561, 2.99044], [-2.92816, 0.30398, 2.56658], [-2.01339, -2.66644, -3.07825], [-1.88919, -1.52064, -2.10435], [-1.37131, -2.18271, -2.55217], [2.54619, -0.59400, -2.74482], [1.35839, -0.75280, -3.74228], [1.58646, -0.62631, -2.81848], [-2.58501, -0.21776, -0.03291], [-3.01320, -1.47084, 0.53886], [-2.41194, -1.16915, -0.16798], [-2.39903, 2.11922, 0.26440], [-0.97336, 1.38038, 0.55006], [-1.93196, 1.33693, 0.55579]],
  "lowdin_charge": [-0.15, -0.21, -0.21, 0.06, -0.17, -0.15, -0.09, 0.17, 0.12, 0.17, 0.13, 0.14, 0.12, 0.15, 0.05, 0.04, 0.10, 0.13, 0.10, 0.09, 0.09, 0.16, -0.02, 0.06, -0.07, 0.06, 0.00, -0.04, 0.06, 0.06, -0.05, 0.03, 0.09, -0.07, 0.09, 0.01, -0.05],
  "orbital_gap_ev": 9.30,
  "relative_energy_ev": 2.395,
  "total_charge": 1
}


No. 2
{
  "formula": "C7H25BClEuNOP2",
  "method": "ωB97M-V/def2-TZVPD",
  "elements": ["Eu", "H", "H", "P", "P", "C", "H", "H", "H", "C", "H", "H", "H", "C", "H", "H", "H", "C", "H", "H", "H", "C", "H", "H", "H", "C", "H", "H", "H", "C", "O", "H", "H", "H", "H", "B", "N", "H", "Cl"],
  "xyz": [[1.15493, -0.01734, 0.86752], [0.74886, 0.08851, -3.26224], [-1.09991, -0.05277, -1.93166], [0.16648, -2.59729, -0.27572], [0.09511, 2.60120, -0.16785], [1.77642, 3.20417, 0.32830], [1.74992, 4.30168, 0.30730], [2.04492, 2.87058, 1.34681], [2.54031, 2.85434, -0.38435], [-0.07362, 3.50188, -1.75072], [-1.13029, 3.52122, -2.05086], [0.27032, 4.53590, -1.60838], [0.53099, 3.01476, -2.52561], [-0.88703, 3.70083, 0.91834], [-0.73654, 3.42302, 1.96896], [-0.56400, 4.74066, 0.76599], [-1.94871, 3.60847, 0.65194], [1.02516, -3.28145, -1.73917], [1.11693, -4.36590, -1.62482], [0.44799, -3.05409, -2.64076], [2.02298, -2.83844, -1.82389], [1.23063, -3.35602, 1.03697], [0.79468, -3.21457, 2.03830], [1.29693, -4.43251, 0.82838], [2.24823, -2.92866, 1.03420], [-1.24194, -3.76486, -0.16709], [-1.88915, -3.63674, -1.04982], [-0.84911, -4.79525, -0.14441], [-1.81207, -3.56869, 0.75410], [-1.37275, -0.14273, 1.16815], [-2.44897, -0.15635, 1.58390], [-2.09947, -0.85548, -3.03889], [-2.10622, 0.81865, -2.97098], [-0.43905, 1.02047, -4.65597], [-0.34030, -0.98433, -4.63392], [-0.30503, 0.02967, -3.96335], [-1.52449, -0.02188, -2.87626], [1.11468, 0.08583, -1.35625], [2.09376, 0.21420, 3.20538]],
  "lowdin_charge": [1.19, 0.02, 0.04, 0.68, 0.69, -0.30, 0.07, 0.02, 0.05, -0.25, 0.06, 0.07, 0.05, -0.26, 0.06, 0.07, 0.06, -0.26, 0.07, 0.05, 0.05, -0.29, 0.06, 0.07, 0.04, -0.25, 0.06, 0.07, 0.06, -0.13, 0.15, 0.13, 0.13, 0.03, 0.03, -0.32, 0.10, 0.04, -0.19],
  "orbital_gap_ev": [6.29, 6.00],
  "multiplicity": 8,
  "total_charge": 2
}


No. 3
{
  "formula": "C7H26F2Hf2O16P3",
  "method": "ωB97M-V/def2-TZVPD",
  "elements": ["Hf", "Hf", "O", "P", "O", "F", "F", "P", "O", "O", "O", "O", "P", "O", "O", "O", "O", "C", "C", "O", "H", "H", "H", "H", "H", "H", "C", "O", "H", "H", "H", "H", "C", "O", "H", "H", "H", "H", "C", "O", "H", "H", "H", "H", "C", "O", "H", "H", "H", "H", "C", "O", "H", "H", "H", "H"],
  "xyz": [[9.83999, -3.87796, 28.37492], [8.62328, -6.75491, 30.41704], [8.88998, -7.68829, 28.22156], [9.48608, -7.22800, 26.86082], [9.54933, -5.66216, 26.64617], [8.69405, -7.84961, 25.63130], [10.97126, -7.71276, 26.73193], [7.19896, -4.36931, 29.51529], [7.56538, -3.60047, 28.22002], [8.14110, -5.32012, 28.75461], [6.62008, -5.78214, 29.92671], [8.55717, -4.40044, 30.19487], [11.37808, -5.38172, 30.58236], [11.29029, -3.89373, 30.05547], [12.74701, -6.09406, 30.44020], [10.47978, -5.87368, 29.45907], [10.26645, -5.91361, 31.60072], [3.48659, -2.43929, 26.41424], [4.42177, -2.96977, 27.50786], [5.55651, -2.19545, 27.58686], [3.15002, -1.46481, 26.76808], [2.65054, -3.11254, 26.22484], [4.05008, -2.28849, 25.49346], [4.67597, -3.90652, 27.01192], [3.99970, -2.98519, 28.51271], [6.23091, -2.87360, 27.67000], [6.94751, -9.59855, 29.11878], [6.93549, -8.34406, 29.80850], [7.86664, -10.11955, 29.38684], [6.12998, -10.17983, 29.54526], [6.81161, -9.61758, 28.03746], [6.00739, -8.13105, 29.68658], [6.50707, -5.65595, 33.22661], [7.69266, -5.71026, 32.40080], [5.91981, -4.79176, 32.91611], [5.97210, -6.56812, 32.96232], [6.71539, -5.66030, 34.29651], [8.30419, -5.12849, 32.85818], [5.45553, -6.78674, 27.08383], [4.73865, -6.77832, 28.31509], [4.78301, -7.29301, 26.39136], [5.58080, -5.77146, 26.70752], [6.38158, -7.35885, 27.14065], [5.28766, -6.25451, 28.90314], [8.36380, -2.23128, 25.61611], [9.43706, -3.04016, 26.16257], [7.60276, -2.98813, 25.80609], [8.15849, -1.40410, 26.29560], [8.52514, -1.88890, 24.59394], [9.95053, -3.25600, 25.38067], [8.65489, -0.69490, 29.37585], [9.37430, -1.86048, 29.66446], [8.22145, -0.15812, 30.21970], [9.23437, 0.06198, 28.84721], [7.85691, -0.92037, 28.66839], [9.92628, -1.72724, 30.43852]],
  "lowdin_charge": [2.05, 2.03, -0.39, 0.46, -0.39, -0.08, -0.07, 0.43, -0.38, -0.58, -0.40, -0.38, 0.17, -0.42, -0.30, -0.52, -0.44, -0.07, -0.35, -0.11, 0.07, 0.08, 0.08, 0.09, 0.12, -0.03, -0.09, -0.23, 0.09, 0.10, 0.10, 0.08, -0.06, -0.24, 0.09, 0.09, 0.10, 0.10, -0.13, -0.13, 0.09, 0.07, 0.05, -0.01, -0.04, -0.23, 0.09, 0.09, 0.11, 0.11, -0.10, -0.19, 0.11, 0.10, 0.07, 0.12],
  "orbital_gap_ev": 5.84,
  "total_charge": 1
}


No. 4
{
  "formula": "C7H26NO12V2",
  "method": "ωB97M-V/def2-TZVPD",
  "elements": ["O", "V", "O", "O", "V", "O", "N", "H", "H", "H", "H", "C", "O", "O", "O", "O", "H", "H", "O", "H", "H", "O", "H", "H", "C", "C", "C", "O", "H", "H", "H", "H", "H", "H", "H", "H", "C", "C", "C", "O", "H", "H", "H", "H", "H", "H", "H", "H"],
  "xyz": [[-0.80059, 0.97789, 4.52800], [0.16395, 1.23050, 3.31606], [1.61514, 1.49985, 3.89876], [-2.53130, -0.37847, -1.80096], [-2.13270, -0.12647, -0.29242], [-3.49364, -0.09663, 0.53454], [3.63774, -0.57844, 1.11377], [4.11393, -0.08756, 0.35249], [3.60604, -1.57972, 0.91794], [2.66802, -0.15249, 1.21988], [4.13261, -0.42316, 1.99578], [0.33917, 0.57470, 0.66599], [0.20609, -0.10086, -0.40295], [-0.72909, 0.68308, 1.41100], [1.45934, 0.91508, 1.18906], [0.94682, -2.64857, -0.89714], [1.67508, -2.63469, -1.52566], [0.75958, -1.70796, -0.71908], [3.34104, 2.76911, 0.32907], [2.55743, 2.24614, 0.54676], [3.45347, 2.65060, -0.62138], [-0.44471, 3.27392, 2.90096], [-0.42134, 4.10175, 3.39408], [-0.92524, 3.44205, 2.08207], [-2.74761, -2.55765, 2.24862], [-2.40102, -3.20228, 0.93144], [-3.62360, -3.76946, 0.24272], [-1.74975, -2.23848, 0.02742], [-3.64649, -1.94554, 2.15131], [-1.94579, -1.95010, 2.66350], [-3.03607, -3.34803, 2.94433], [-1.69360, -4.02017, 1.08343], [-4.32805, -4.15664, 0.98154], [-3.39384, -4.60703, -0.41732], [-4.13158, -3.01175, -0.35475], [-0.92325, -2.62077, -0.31540], [0.24715, 1.20543, -3.93968], [1.37156, 1.90646, -3.18081], [0.87220, 3.12492, -2.40655], [2.05555, 1.00043, -2.30078], [0.02642, 1.73724, -4.86547], [-0.67674, 1.09462, -3.36615], [0.60686, 0.20954, -4.20631], [2.13405, 2.21071, -3.89657], [0.43881, 3.86560, -3.07481], [1.72844, 3.57102, -1.89357], [0.14103, 2.84618, -1.64109], [1.47849, 0.80613, -1.55169]],
  "lowdin_charge": [-0.26, 1.01, -0.29, -0.26, 1.01, -0.27, 0.31, 0.15, 0.15, 0.08, 0.16, -0.78, -0.08, -0.14, -0.10, -0.05, 0.06, -0.01, -0.06, -0.02, 0.02, -0.01, 0.12, 0.10, -0.05, -0.40, -0.03, -0.12, 0.08, 0.08, 0.10, 0.15, 0.09, 0.09, 0.09, 0.08, -0.04, -0.46, -0.04, -0.07, 0.09, 0.06, 0.08, 0.14, 0.09, 0.07, 0.07, 0.02],
  "orbital_gap_ev": 8.11,
  "total_charge": 1
}